[1]
ORCA calculation (ωB97M-V with the def2-TZVPD basis set) on a structure of composition C28H41LuNO2P2S.

Positions of all 76 atoms, in Å:
Lu1 0.3367 -1.3290 -0.1419
C1 0.4381 -3.5010 1.9561
C2 0.6990 -4.1868 0.7653
C3 1.8329 -3.8875 0.0194
C4 2.7223 -2.9089 0.4716
C5 2.4723 -2.2337 1.6569
C6 1.3313 -2.5378 2.4016
H1 -0.4140 -3.7762 2.5650
H2 0.0543 -4.9985 0.4597
H3 2.0609 -4.4577 -0.8723
H4 3.6322 -2.7138 -0.0785
H5 3.1863 -1.5115 2.0312
H6 1.1709 -2.0606 3.3603
C7 -1.8101 -4.4726 -1.7038
P1 -1.9302 -2.8086 -0.9924
C8 -3.2406 -2.9376 0.2599
C9 -2.6784 -1.8291 -2.3414
C10 -2.7417 -0.3340 -2.0330
P2 -1.0852 0.4124 -1.8596
C11 -0.4252 0.4395 -3.5441
C12 -1.4338 2.1411 -1.4654
H7 -2.7837 -4.7338 -2.1216
H8 -1.5533 -5.2129 -0.9491
H9 -1.0655 -4.5038 -2.4991
H10 -4.1625 -3.2662 -0.2230
H11 -3.4263 -1.9892 0.7625
H12 -2.9646 -3.6747 1.0153
H13 -3.6767 -2.2299 -2.5282
H14 -2.0999 -2.0277 -3.2476
H15 -3.2862 -0.1404 -1.1046
H16 -3.2811 0.1991 -2.8194
H17 -1.1623 0.8829 -4.2151
H18 -0.1804 -0.5613 -3.8991
H19 0.4806 1.0467 -3.5725
H20 -2.1344 2.5347 -2.2037
H21 -0.5163 2.7268 -1.4989
H22 -1.8730 2.2249 -0.4697
O1 0.5001 0.1726 1.3107
S1 0.8336 0.8729 2.6515
C13 -0.6639 0.7576 3.6367
C14 -1.8924 1.3466 3.0134
C15 -2.6125 0.6501 2.0447
C16 -3.7602 1.1942 1.4890
C17 -4.1938 2.4556 1.8871
C18 -3.4823 3.1548 2.8520
C19 -2.3395 2.5999 3.4175
C20 0.8712 2.5936 2.2165
C21 1.9969 2.8759 1.2434
C22 3.3194 2.5233 1.5142
C23 4.3314 2.8703 0.6271
C24 4.0307 3.5839 -0.5311
C25 2.7142 3.9358 -0.8057
C26 1.6998 3.5766 0.0788
H23 -0.3705 1.2639 4.5628
H24 -0.7461 -0.3081 3.8618
H25 -2.3132 -0.3587 1.7793
H26 -4.3476 0.6276 0.7756
H27 -5.0973 2.8774 1.4659
H28 -3.8291 4.1240 3.1855
H29 -1.8100 3.1431 4.1935
H30 1.0046 3.1066 3.1767
H31 -0.1162 2.8378 1.8195
H32 3.5790 2.0098 2.4347
H33 5.3585 2.6171 0.8580
H34 4.8259 3.8931 -1.1996
H35 2.4799 4.5187 -1.6884
H36 0.6807 3.8958 -0.1096
C27 3.4039 -0.8440 -3.3952
C28 2.8230 -0.2206 -2.1715
N1 3.2396 0.9519 -1.7577
O2 1.9270 -0.8445 -1.5226
H37 4.0881 -0.1820 -3.9205
H38 2.5925 -1.1366 -4.0609
H39 3.9377 -1.7494 -3.1014
H40 3.9532 1.4524 -2.2668
H41 2.8910 1.3778 -0.9057

Output
E_tot   -3612.4796 Eh
Energy relative to the best compared isomer or geometry (same formula, charge and spin)   0.0 kJ/mol
Largest force on an atom   1.30 eV/A
Orbital gap   8.57 eV
Net charge   +3
Multiplicity   1

---

[2]
ORCA calculation (ωB97M-V with the def2-TZVPD basis set) on a structure of composition C44H52BrGeN2O3Ru.

Positions of all 104 atoms, in Å:
Ru1 0.3066 -0.6679 -0.8395
C1 -7.5515 0.2421 1.3681
C2 -6.3676 -0.4689 2.0248
C3 -6.1005 0.2015 3.3795
C4 -6.7593 -1.9347 2.2564
C5 -5.1082 -0.4036 1.1634
C6 -3.9314 -0.9958 1.6095
C7 -2.8017 -0.9556 0.8279
Br1 -1.2129 -1.7231 1.5676
C8 -2.7339 -0.3435 -0.4414
O1 -1.6679 -0.4193 -1.1912
C9 -3.9050 0.3304 -0.8541
C10 -5.0456 0.2517 -0.0588
C11 -3.9975 1.2076 -2.1156
C12 -4.4575 2.6153 -1.6960
C13 -5.0222 0.6013 -3.0856
C14 -2.6833 1.4008 -2.8804
H1 -8.4285 0.1632 2.0152
H2 -7.8030 -0.2061 0.4048
H3 -7.3448 1.3025 1.2113
H4 -6.9926 0.1603 4.0111
H5 -5.8219 1.2473 3.2377
H6 -5.2855 -0.2896 3.9123
H7 -7.6521 -2.0000 2.8850
H8 -5.9572 -2.4865 2.7483
H9 -6.9682 -2.4276 1.3048
H10 -3.8822 -1.4906 2.5714
H11 -5.9351 0.7512 -0.4179
H12 -5.4399 2.6080 -1.2231
H13 -4.5136 3.2650 -2.5741
H14 -3.7432 3.0420 -0.9892
H15 -6.0061 0.5042 -2.6230
H16 -4.7005 -0.3918 -3.4062
H17 -5.1241 1.2339 -3.9726
H18 -1.9057 1.7993 -2.2289
H19 -2.8653 2.1138 -3.6921
H20 -2.3242 0.4669 -3.3092
C15 1.5462 0.5765 -5.1704
C16 2.8105 0.0069 -5.2172
C17 3.3847 -0.4621 -4.0509
C18 2.6871 -0.3554 -2.8471
N1 1.4610 0.1878 -2.8214
C19 0.9091 0.6360 -3.9438
C20 3.2253 -0.8087 -1.5440
C21 4.5968 -0.9943 -1.3594
C22 5.0994 -1.3481 -0.1180
C23 4.2284 -1.4938 0.9539
C24 2.8658 -1.3081 0.7680
C25 2.3267 -0.9863 -0.4783
H21 1.0614 0.9570 -6.0586
H22 3.3406 -0.0800 -6.1575
H23 4.3565 -0.9341 -4.0733
H24 -0.0875 1.0521 -3.8459
H25 5.2869 -0.8317 -2.1801
H26 6.1660 -1.4763 0.0214
H27 4.6160 -1.7311 1.9373
H28 2.2043 -1.4155 1.6224
C26 1.3074 -5.2778 -2.7914
Ge1 0.6157 -4.2514 -1.2532
C27 -1.0313 -5.1652 -0.6732
C28 1.9199 -4.4328 0.1968
C29 0.2520 -2.4467 -1.7703
H29 1.4439 -6.3304 -2.5345
H30 2.2685 -4.8695 -3.1091
H31 0.6155 -5.2132 -3.6330
H32 -0.8444 -6.2200 -0.4607
H33 -1.7917 -5.0942 -1.4525
H34 -1.4204 -4.6855 0.2259
H35 2.0761 -5.4913 0.4166
H36 1.5632 -3.9418 1.1035
H37 2.8737 -3.9836 -0.0791
H38 -0.3971 -2.3860 -2.6526
C30 7.2843 1.6089 0.1338
C31 6.2250 1.5355 1.2018
C32 6.5404 1.0133 2.4499
C33 5.5693 0.8975 3.4354
C34 4.2707 1.2909 3.1721
C35 3.9414 1.8287 1.9291
N2 2.6182 2.1728 1.5952
C36 1.6850 2.7070 2.4623
C37 2.0825 3.4550 3.5824
C38 1.1499 4.0449 4.4127
C39 -0.2096 3.9223 4.1510
C40 -0.6074 3.2071 3.0352
C41 0.3061 2.5929 2.1837
C42 -0.2709 1.8383 1.0009
O2 -1.4648 1.9389 0.7578
O3 0.5750 1.1279 0.3185
C43 4.9204 1.9676 0.9387
C44 4.5387 2.5459 -0.3968
H39 8.2137 1.1596 0.4842
H40 7.4985 2.6393 -0.1601
H41 6.9638 1.0765 -0.7649
H42 7.5549 0.6855 2.6479
H43 5.8212 0.4768 4.4014
H44 3.4928 1.1679 3.9146
H45 2.1793 1.6493 0.8354
H46 3.1385 3.5799 3.7815
H47 1.4916 4.6150 5.2691
H48 -0.9429 4.3826 4.8004
H49 -1.6540 3.0948 2.7833
H50 3.7698 3.3073 -0.2691
H51 4.1204 1.7772 -1.0531
H52 5.3951 2.9879 -0.9047

Output
E_tot   -6788.9486 Eh
Energy relative to the best compared isomer or geometry (same formula, charge and spin)   111.5 kJ/mol
Largest force on an atom   0.20 eV/A
Orbital gap (alpha / beta)   6.67 / 6.96 eV
Net charge   -1
Multiplicity   5

---

Question: What is the net charge in the first record?
Answer: +3